1.
{"formula": "C19H23BNO5PtS", "method": "ωB97M-V with the def2-TZVPD basis set", "symbols": ["Pt", "O", "C", "C", "C", "C", "C", "C", "N", "H", "H", "H", "H", "H", "H", "H", "O", "C", "O", "C", "C", "C", "C", "C", "C", "S", "H", "H", "H", "H", "C", "C", "C", "O", "B", "O", "C", "C", "C", "H", "H", "H", "H", "H", "H", "H", "H", "H", "H", "H", "H"], "coordinates": [[-0.768, 1.800, 0.237], [-3.785, 0.755, 1.625], [-3.523, -0.621, 1.488], [-3.231, -1.036, 0.064], [-3.605, -2.288, -0.412], [-3.279, -2.636, -1.713], [-2.593, -1.722, -2.497], [-2.256, -0.495, -1.945], [-2.569, -0.163, -0.692], [-2.992, 1.224, 1.311], [-4.407, -1.152, 1.845], [-2.667, -0.922, 2.105], [-4.151, -2.969, 0.229], [-3.560, -3.604, -2.109], [-2.318, -1.946, -3.519], [-1.705, 0.259, -2.497], [-0.072, 2.970, -3.772], [0.056, 2.881, -2.554], [-0.631, 2.045, -1.854], [1.105, 3.765, -1.894], [2.175, 4.106, -2.726], [3.203, 4.928, -2.309], [3.162, 5.455, -1.023], [2.111, 5.137, -0.188], [1.070, 4.285, -0.590], [-0.194, 4.018, 0.614], [2.158, 3.707, -3.731], [4.022, 5.163, -2.978], [3.951, 6.110, -0.669], [2.076, 5.538, 0.818], [1.802, -1.325, 3.035], [0.727, -1.795, 2.061], [0.029, -3.029, 2.602], [-0.236, -0.733, 1.941], [0.098, 0.043, 0.824], [1.117, -0.583, 0.111], [1.251, -1.926, 0.604], [0.363, -2.812, -0.264], [2.702, -2.355, 0.482], [1.322, -1.053, 3.976], [2.313, -0.444, 2.647], [2.539, -2.107, 3.231], [-0.305, -2.840, 3.623], [0.708, -3.886, 2.616], [-0.843, -3.283, 2.000], [-0.685, -2.523, -0.170], [0.463, -3.867, 0.000], [0.656, -2.681, -1.306], [3.366, -1.639, 0.962], [2.972, -2.413, -0.573], [2.854, -3.339, 0.932]], "e_lumo_ev": [2.59, 2.54], "charge": -1, "homo_energy_ev": [-3.49, -4.60], "multiplicity": 3}

2.
{"formula": "C10H11N2O2", "method": "ωB97M-V with the def2-TZVPD basis set", "symbols": ["C", "C", "C", "C", "C", "C", "C", "C", "C", "C", "N", "N", "O", "O", "H", "H", "H", "H", "H", "H", "H", "H", "H", "H", "H"], "coordinates": [[-2.496, -1.635, 1.407], [-1.649, -1.775, 2.482], [-1.978, -0.991, 0.333], [-0.422, -1.212, 2.546], [-0.697, -0.497, 0.351], [0.047, -0.465, 1.479], [1.653, 0.890, 0.503], [-0.218, 1.579, -2.566], [0.569, 0.302, -2.908], [-0.224, 0.181, -0.859], [1.294, 0.182, 1.559], [2.802, 1.485, 0.529], [-0.909, 1.116, -1.439], [0.610, -0.453, -1.718], [-3.507, -2.073, 1.434], [-2.054, -2.321, 3.268], [-2.536, -0.909, -0.510], [0.262, -1.273, 3.346], [0.442, 2.471, -2.200], [-0.836, 1.873, -3.302], [-0.024, -0.300, -3.661], [1.497, 0.508, -3.357], [1.831, 0.062, 2.323], [3.054, 2.075, -0.277], [3.490, 1.180, 1.237]], "e_lumo_ev": -3.26, "charge": 1, "homo_energy_ev": -12.54, "multiplicity": 1}

3.
{"formula": "C38H34BiGeN6O6Se", "method": "ωB97M-V with the def2-TZVPD basis set", "symbols": ["Bi", "C", "O", "C", "C", "O", "C", "H", "H", "H", "H", "H", "H", "H", "H", "H", "H", "Se", "N", "C", "C", "C", "C", "C", "N", "C", "C", "N", "C", "C", "C", "C", "C", "N", "H", "H", "H", "H", "H", "H", "O", "C", "O", "C", "C", "N", "N", "C", "C", "O", "O", "H", "H", "H", "C", "Ge", "C", "C", "C", "C", "C", "C", "C", "C", "C", "C", "C", "C", "C", "C", "C", "C", "H", "H", "H", "H", "H", "H", "H", "H", "H", "H", "H", "H", "H", "H", "H"], "coordinates": [[-0.032, -0.190, 0.419], [-1.257, -3.670, -0.644], [-1.685, -2.352, -0.299], [-3.081, -2.304, -0.024], [-3.466, -0.875, 0.274], [-2.743, -0.330, 1.377], [-3.259, -0.736, 2.643], [-1.703, -3.983, -1.591], [-1.539, -4.382, 0.136], [-0.172, -3.663, -0.733], [-3.309, -2.966, 0.819], [-3.649, -2.659, -0.891], [-4.542, -0.810, 0.456], [-3.227, -0.245, -0.585], [-4.309, -0.449, 2.735], [-2.684, -0.219, 3.408], [-3.164, -1.813, 2.794], [-1.214, 4.018, -6.267], [-1.696, 4.281, -4.583], [-1.318, 3.225, -3.910], [-1.540, 3.057, -2.480], [-2.196, 4.013, -1.700], [-2.389, 3.773, -0.358], [-1.917, 2.582, 0.183], [-1.284, 1.676, -0.552], [-1.087, 1.894, -1.864], [-0.400, 0.849, -2.630], [0.019, -0.246, -1.969], [0.612, -1.231, -2.635], [0.829, -1.178, -4.005], [0.423, -0.057, -4.695], [-0.208, 0.980, -4.004], [-0.666, 2.196, -4.663], [-0.518, 2.423, -5.943], [-2.543, 4.924, -2.171], [-2.896, 4.488, 0.274], [-2.052, 2.342, 1.230], [0.927, -2.091, -2.053], [1.315, -2.003, -4.505], [0.578, 0.043, -5.761], [3.483, 4.311, 4.178], [3.383, 3.217, 3.412], [4.336, 2.725, 2.885], [2.035, 2.584, 3.299], [1.224, 2.113, 4.311], [0.259, 1.372, 3.736], [0.403, 1.323, 2.404], [1.467, 2.068, 2.127], [1.863, 2.246, 0.689], [2.488, 3.200, 0.323], [1.461, 1.259, -0.098], [2.616, 4.659, 4.419], [1.294, 2.208, 5.383], [-0.396, 0.758, 4.197], [4.018, -0.645, 0.469], [2.539, -1.722, 1.090], [2.405, -3.479, 0.328], [1.891, -4.563, 1.043], [1.814, -5.815, 0.452], [2.241, -5.996, -0.857], [2.769, -4.928, -1.574], [2.855, -3.677, -0.984], [1.778, -1.630, 2.879], [0.524, -2.184, 3.028], [-0.139, -2.192, 4.274], [0.476, -1.653, 5.369], [1.762, -1.065, 5.266], [2.391, -0.493, 6.399], [3.616, 0.102, 6.290], [4.269, 0.152, 5.041], [3.690, -0.404, 3.935], [2.423, -1.031, 4.009], [4.954, -1.112, 0.780], [3.964, 0.371, 0.854], [3.991, -0.603, -0.620], [1.572, -4.438, 2.071], [1.432, -6.655, 1.018], [2.183, -6.976, -1.312], [3.132, -5.079, -2.582], [3.298, -2.859, -1.542], [0.033, -2.661, 2.181], [-1.113, -2.655, 4.365], [-0.007, -1.683, 6.339], [1.887, -0.546, 7.357], [4.094, 0.528, 7.162], [5.231, 0.639, 4.955], [4.209, -0.348, 2.988]], "e_lumo_ev": [-5.82, -7.17], "charge": 2, "homo_energy_ev": [-12.45, -13.35], "multiplicity": 2}

4.
{"formula": "C46H38BrClO7P2S2SiTa", "method": "ωB97M-V with the def2-TZVPD basis set", "symbols": ["Ta", "C", "Si", "C", "C", "C", "C", "C", "C", "P", "C", "C", "C", "C", "C", "C", "C", "C", "C", "C", "C", "C", "C", "C", "C", "C", "C", "C", "P", "C", "C", "C", "C", "C", "C", "C", "C", "C", "C", "C", "C", "H", "H", "H", "H", "H", "H", "H", "H", "H", "H", "H", "H", "H", "H", "H", "H", "H", "H", "H", "H", "H", "H", "H", "H", "H", "H", "H", "H", "H", "H", "H", "C", "O", "C", "S", "S", "H", "H", "H", "O", "Cl", "O", "O", "O", "Br", "C", "C", "C", "C", "C", "C", "C", "O", "O", "H", "H", "H", "H"], "coordinates": [[1.198, 0.326, 0.601], [3.289, -2.440, -1.446], [1.682, -1.471, -1.487], [1.773, -0.566, -3.138], [2.248, -1.183, -4.301], [2.364, -0.479, -5.487], [2.028, 0.869, -5.536], [1.560, 1.503, -4.399], [1.429, 0.781, -3.214], [0.660, 1.540, -1.760], [1.197, 3.258, -1.942], [0.462, 4.300, -2.497], [1.071, 5.528, -2.727], [2.410, 5.716, -2.424], [3.156, 4.668, -1.897], [2.552, 3.447, -1.662], [-1.126, 1.292, -2.087], [-2.112, 2.266, -1.934], [-3.441, 1.964, -2.195], [-3.811, 0.687, -2.590], [-2.838, -0.291, -2.740], [-1.508, 0.015, -2.502], [0.306, -2.756, -1.531], [0.002, -3.503, -2.673], [-0.981, -4.478, -2.645], [-1.679, -4.734, -1.469], [-1.395, -4.008, -0.327], [-0.407, -3.020, -0.365], [0.004, -2.094, 1.141], [0.952, -3.241, 2.175], [1.364, -4.469, 1.667], [2.150, -5.312, 2.440], [2.526, -4.935, 3.720], [2.117, -3.711, 4.231], [1.340, -2.863, 3.461], [-1.639, -1.911, 1.901], [-2.637, -1.313, 1.130], [-3.927, -1.210, 1.622], [-4.231, -1.705, 2.884], [-3.243, -2.306, 3.648], [-1.948, -2.411, 3.160], [3.406, -2.894, -2.432], [3.285, -3.237, -0.706], [4.152, -1.798, -1.273], [2.546, -2.224, -4.285], [2.733, -0.976, -6.375], [2.136, 1.424, -6.458], [1.306, 2.555, -4.434], [-0.568, 4.166, -2.787], [0.492, 6.336, -3.156], [2.878, 6.674, -2.606], [4.202, 4.803, -1.655], [3.146, 2.634, -1.256], [-1.866, 3.250, -1.571], [-4.189, 2.737, -2.082], [-4.850, 0.458, -2.788], [-3.105, -1.291, -3.056], [-0.771, -0.756, -2.667], [0.530, -3.314, -3.601], [-1.206, -5.043, -3.540], [-2.447, -5.496, -1.447], [-1.942, -4.200, 0.587], [1.084, -4.774, 0.667], [2.469, -6.264, 2.038], [3.141, -5.593, 4.320], [2.411, -3.410, 5.228], [1.043, -1.903, 3.861], [-2.413, -0.941, 0.136], [-4.697, -0.747, 1.017], [-5.240, -1.626, 3.267], [-3.479, -2.704, 4.627], [-1.190, -2.899, 3.758], [1.508, 5.455, 1.469], [2.814, 4.856, 1.500], [2.998, 3.542, 1.432], [4.505, 2.938, 1.456], [1.494, 2.605, 1.456], [1.697, 6.524, 1.441], [0.947, 5.198, 2.366], [0.957, 5.143, 0.585], [2.551, -0.110, 2.461], [3.674, -0.571, 1.604], [3.396, 0.231, 0.352], [4.931, -0.290, 2.137], [3.470, -1.940, 1.304], [-0.193, 0.755, 4.087], [-1.997, 1.129, 3.630], [-2.935, 0.980, 4.638], [-4.255, 1.339, 4.411], [-4.634, 1.871, 3.188], [-3.688, 2.033, 2.192], [-2.363, 1.646, 2.391], [-1.452, 1.866, 1.236], [-1.503, 2.828, 0.528], [-0.610, 0.830, 0.946], [-2.626, 0.599, 5.601], [-4.982, 1.218, 5.203], [-5.659, 2.169, 3.014], [-3.957, 2.458, 1.234]], "e_lumo_ev": -4.03, "charge": 1, "homo_energy_ev": -10.28, "multiplicity": 1}

Here are the calculated E numbers, same order: -1711.2865, -647.3346, -6940.9284, -7161.8309 (a.u.).
Here are the calculated ΔE to the lowest compared entry with this formula, charge and spin numbers, same order: 0.000, 1.242, 0.000, 1.354 (eV).